Record 1
C19H29N2OTl as an isolated structure in a non-equilibrium geometry. Source: OMol25; level of theory: wB97M-V/def2-TZVPD.

Properties
Kohn-Sham gap (alpha / beta)   6.04 / 6.03 eV
E_tot   -1097.92065 a.u.
Net charge   +2

Structure (XYZ):
```
52
C19H29N2OTl, DFT wB97M-V/def2-TZVPD
C -3.25566 0.19941 -1.28466
H -4.18724 -0.37027 -1.10163
H -3.15631 1.10494 -0.64550
H -1.06995 -3.00858 0.12019
C -3.03771 0.42452 -2.76274
H -2.23755 1.14935 -2.95323
H -2.74071 -0.52379 -3.24061
C -4.35424 0.91751 -3.36335
H -4.23340 1.23305 -4.39960
H -5.09814 0.11531 -3.32022
H -4.78234 1.76037 -2.80711
C 1.82950 0.99029 1.15961
C 1.42401 1.94830 0.19594
C 0.11815 2.38983 0.53845
C -0.28464 1.69848 1.71039
C 0.77531 0.83279 2.09545
C 0.82403 -0.01371 3.30556
C -1.54904 1.92408 2.44272
C -0.65827 3.44947 -0.14016
C 2.25972 2.45348 -0.91356
C 3.15717 0.34671 1.23053
Tl -1.90076 -1.50529 -0.57284
H -1.70139 1.15591 3.20933
H -1.54847 2.90272 2.95159
H -2.41354 1.91298 1.76183
H -0.17860 -0.15834 3.72503
H 1.25416 -1.00035 3.08132
H 1.45028 0.44677 4.08813
H 3.57861 0.21805 0.22509
H 3.86826 0.95490 1.81474
H 3.09121 -0.63874 1.70885
H 1.64177 2.94796 -1.67153
H 3.00449 3.18439 -0.55856
H 2.80790 1.62978 -1.39090
H -1.70637 3.14795 -0.28390
H -0.66219 4.38239 0.44767
H -0.22642 3.68036 -1.12073
N 3.20969 -6.60346 -0.49761
C 3.28409 -5.56176 -1.37299
O 3.87341 -5.66718 -2.45432
C 2.56521 -4.30393 -0.99711
C 1.84500 -4.14226 0.19595
C 1.10190 -2.96802 0.38789
N 1.08886 -1.96582 -0.51380
C 1.80809 -2.09421 -1.64383
C 2.57701 -3.23211 -1.90877
H 3.69596 -7.45299 -0.74772
H 2.80538 -6.54627 0.42368
H 1.82325 -4.90079 0.98003
H 0.54042 -2.83194 1.31677
H 1.75794 -1.27379 -2.36893
H 3.15373 -3.27964 -2.83128
```

---

Record 2
A 2-piece molecular cluster, C6H9N overall. Source: OMol25; level of theory: wB97M-V/def2-TZVPD.

Properties
Kohn-Sham gap   8.73 eV
Energy relative to the best compared isomer or geometry (same formula, charge and spin)   5.9398 eV
E_tot   -288.56376 a.u.

Structure (XYZ):
```
16
C6H9N, DFT wB97M-V/def2-TZVPD
C -0.79265 -1.21556 -0.69502
C 0.05161 0.03024 -0.45857
C -0.91409 0.65635 1.91951
C 0.99352 0.12817 0.81342
C 1.53235 -0.11022 -0.57163
C -0.50965 1.25924 -1.00909
N -0.93975 2.21854 -1.48976
H -0.74845 -1.49935 -1.75242
H -1.83923 -1.05543 -0.42194
H -0.40391 -2.04607 -0.09723
H -1.66891 0.02458 1.40650
H -1.05682 1.64858 1.43988
H 1.27131 1.08712 1.24922
H 1.04237 -0.72052 1.49471
H 2.08331 0.70332 -1.03425
H 1.89899 -1.10899 -0.79333
```

---

Record 3
C32H46AuN8O2SbSi as an isolated structure. Source: OMol25; level of theory: wB97M-V/def2-TZVPD.

Properties
Kohn-Sham gap   7.63 eV
Energy relative to the best compared isomer or geometry (same formula, charge and spin)   0.6761 eV
E_tot   -2500.97688 a.u.

Structure (XYZ):
```
91
C32H46AuN8O2SbSi, DFT wB97M-V/def2-TZVPD
Au 0.07125 -0.47201 -0.40469
C 5.32289 -1.99589 -0.72312
N 4.12246 -1.29302 -0.34129
C 2.91996 -1.34502 -0.90413
N 2.06868 -0.67985 -0.13922
C 2.83314 -0.24149 0.90427
N 4.07983 -0.60280 0.81336
C 5.57510 -3.14966 0.21229
C 6.87206 -3.56198 0.48058
C 7.10113 -4.66768 1.28583
C 6.04103 -5.35347 1.85370
C 4.73826 -4.92418 1.61225
C 4.50654 -3.83117 0.78567
C 3.60745 -5.63333 2.22737
N 3.54200 -6.86403 2.58289
N 2.26270 -7.06266 3.08404
C 1.64344 -5.94214 2.97785
O 2.43562 -4.96386 2.44158
C 0.26161 -5.62063 3.37072
C -0.71485 -6.59922 3.23017
C -2.02477 -6.30562 3.55666
C -2.36240 -5.05205 4.02875
C -1.39319 -4.07261 4.21111
C -1.81821 -2.74898 4.81886
N -0.87437 -1.67228 4.63813
C -0.75414 -0.79885 3.63476
N 0.30600 -0.04021 3.81150
C 0.82169 -0.51999 4.97133
N 0.14695 -1.51102 5.51000
C -0.06851 -4.35588 3.87267
H 6.15791 -1.29791 -0.72434
H 5.17337 -2.35052 -1.74437
H 2.69110 -1.83887 -1.83340
H 2.43758 0.33275 1.72480
H 7.70948 -3.02233 0.05310
H 8.11595 -4.98677 1.48300
H 6.20412 -6.20935 2.49473
H 3.48572 -3.51856 0.59945
H -0.43823 -7.57328 2.84976
H -2.79267 -7.05690 3.42917
H -3.39672 -4.83110 4.26811
H -1.93414 -2.86307 5.89577
H -2.77654 -2.44083 4.40170
H -1.44408 -0.73602 2.80703
H 1.71038 -0.12349 5.43478
H 0.70519 -3.60992 4.00262
C -4.40067 -1.01607 -1.66965
Si -3.16982 0.30750 -1.18995
C -3.97287 1.45426 0.04863
C -2.75929 1.28741 -2.73404
O -1.88285 -0.42225 -0.53545
H -5.28984 -0.60415 -2.15539
H -4.72260 -1.58379 -0.79287
H -3.92976 -1.71748 -2.36434
H -4.84767 1.96483 -0.36515
H -3.25505 2.21326 0.36991
H -4.29342 0.90017 0.93499
H -3.66427 1.60145 -3.26254
H -2.16290 0.67895 -3.42089
H -2.17957 2.18220 -2.49419
C -1.24109 5.65958 -1.72484
C -0.69686 5.34863 -0.33226
C -1.71804 5.71723 0.73990
Sb -0.15764 3.24527 -0.19448
C 1.36444 3.37784 -1.74795
C 0.75907 2.93402 -3.08184
C 2.60476 2.53988 -1.44278
C 1.19458 3.41346 1.50466
C 2.11269 4.62802 1.46158
C 0.41641 3.34019 2.81971
H -1.55917 6.70573 -1.78488
H -2.11322 5.04106 -1.95899
H -0.49720 5.49904 -2.50566
H 0.22377 5.91601 -0.17575
H -2.62864 5.12064 0.63519
H -2.00628 6.77000 0.65118
H -1.33712 5.56523 1.75119
H 1.64317 4.43459 -1.80217
H 0.45484 1.88440 -3.03323
H 1.48981 3.03358 -3.89184
H -0.12381 3.50971 -3.36100
H 2.35723 1.47490 -1.48469
H 3.03340 2.74465 -0.46067
H 3.38482 2.72458 -2.18899
H 1.79414 2.49989 1.42080
H 1.54163 5.55043 1.59261
H 2.66434 4.70851 0.52297
H 2.84591 4.58613 2.27453
H -0.16906 4.24781 2.98437
H 1.09904 3.23692 3.66851
H -0.27150 2.49115 2.84318
```

---

Record 4
C27H58MgNP3 as an isolated structure in a non-equilibrium geometry. Source: OMol25; level of theory: wB97M-V/def2-TZVPD.

Properties
Kohn-Sham gap (alpha / beta)   3.07 / 3.06 eV
E_tot   -2342.11372 a.u.

Structure (XYZ):
```
90
C27H58MgNP3, DFT wB97M-V/def2-TZVPD
P 0.50898 -2.19514 -1.48829
P 0.93597 2.70764 -1.20209
C -0.07843 -0.47783 -1.96979
C 0.91312 0.76788 -1.84432
H -1.17148 -0.61327 -1.65429
H -0.10494 -0.50854 -3.07345
H 1.79231 0.41854 -1.27690
H 1.25808 1.01161 -2.88050
C -0.69001 3.16787 -1.98462
H -1.53972 3.34167 -1.30437
H -0.99958 2.48941 -2.79896
H -0.46272 4.12153 -2.47766
C 2.04447 3.56443 -2.39583
H 1.52147 3.77435 -3.33110
H 2.95419 2.99244 -2.61400
H 2.36384 4.53623 -1.97015
C -0.55875 -3.24767 -2.49682
H -0.56420 -4.25024 -2.05927
H -0.20008 -3.33384 -3.52854
H -1.57955 -2.83911 -2.49264
C 2.19887 -2.28525 -2.08411
H 2.70729 -1.31107 -2.06757
H 2.23296 -2.68808 -3.10515
H 2.74279 -2.98502 -1.43543
Mg -1.40795 1.12602 -1.17342
C -0.36657 1.72978 -4.92454
C -1.70965 1.61770 -4.96152
C -2.45724 0.69953 -5.87966
C -1.80836 -0.68381 -6.11653
C -1.11216 -1.24821 -4.93515
C 0.22522 -1.19882 -4.74062
C 1.18010 -0.30861 -5.46186
C 0.63372 1.08641 -5.84067
C 0.35673 -2.75795 0.20724
H 0.06379 2.57857 -4.38876
H -2.33511 2.42467 -4.56272
H -2.62634 1.15746 -6.87186
H -3.44502 0.53202 -5.43527
H -2.61140 -1.39788 -6.36123
H -1.13544 -0.64316 -6.98668
H -1.75898 -1.85222 -4.29873
H 0.76581 -2.00576 -4.23822
H 1.51239 -0.82800 -6.38336
H 2.08453 -0.17138 -4.84226
H 1.50429 1.76837 -5.85423
H 0.26869 1.03770 -6.88026
H 0.75758 -2.05550 0.94086
H 0.93086 -3.69630 0.28821
H -0.68879 -2.97713 0.49170
C -1.84121 -1.16617 3.08853
C -0.66127 -0.32914 3.61516
C -0.88458 0.06906 5.09802
C 0.59642 -1.19918 3.54141
P -0.52828 1.18186 2.40091
N -0.87270 0.94178 0.84118
C -1.77260 2.50523 2.98845
C -1.34633 3.27507 4.24690
C -1.97050 3.50846 1.84830
C -3.13344 1.81788 3.20634
C 1.23751 1.86933 2.61297
C 1.27573 3.26686 1.98132
C 1.77950 1.95843 4.05751
C 2.17284 0.97946 1.76518
H -1.82854 -2.14290 3.59749
H -1.73006 -1.31205 2.00077
H -2.81351 -0.69908 3.28694
H -0.89805 -0.85468 5.70206
H -0.06649 0.69108 5.49104
H -1.84700 0.56678 5.26771
H 0.74225 -1.55457 2.51716
H 1.50968 -0.70881 3.89504
H 0.42980 -2.09671 4.15737
H -0.46110 3.89879 4.06765
H -2.18762 3.94370 4.49670
H -1.17155 2.63200 5.11804
H -2.10110 2.95727 0.90782
H -2.89233 4.05948 2.07173
H -1.15677 4.22927 1.74440
H -3.39220 1.23157 2.31158
H -3.19188 1.18642 4.10422
H -3.88206 2.61892 3.30950
H 0.69409 4.02642 2.51442
H 2.32252 3.60096 1.90582
H 0.89762 3.19974 0.94152
H 1.90723 0.97816 4.53092
H 2.77900 2.42507 4.01611
H 1.15978 2.59296 4.70228
H 2.40947 0.01910 2.23909
H 1.70767 0.77742 0.78768
H 3.12113 1.51909 1.60864
```

---

Record 5
C40H55HfN9O5Te as an isolated structure. Source: OMol25; level of theory: wB97M-V/def2-TZVPD.

Properties
Kohn-Sham gap (alpha / beta)   6.93 / 6.28 eV
Energy relative to the best compared isomer or geometry (same formula, charge and spin)   0.0000 eV
E_tot   -2741.54053 a.u.
Net charge   +3
Multiplicity   2

Structure (XYZ):
```
111
C40H55HfN9O5Te, DFT wB97M-V/def2-TZVPD
Hf 0.89967 -1.21142 1.42939
N -0.99217 -1.28768 2.89939
C -0.91605 -0.35851 4.04157
C -0.64659 1.00668 3.45736
N 0.58813 0.96354 2.63570
C 1.78787 1.51291 3.31987
C 2.87875 0.46458 3.35274
N 2.95099 -0.14222 2.00673
H -1.12855 -2.24161 3.21774
H -1.79387 -1.06561 2.31258
H -1.82752 -0.35552 4.63972
H -0.09379 -0.67661 4.68655
H -1.47755 1.27830 2.80984
H -0.57978 1.77214 4.22977
H 0.40267 1.52681 1.80838
H 2.13116 2.39937 2.78144
H 1.54129 1.82947 4.33197
H 3.83196 0.89156 3.66355
H 2.62864 -0.33141 4.05550
H 3.20032 0.55123 1.29692
H 3.69702 -0.82932 1.97743
O 1.50029 -2.51851 3.11831
C 1.48102 -3.77240 3.15512
C 0.75216 -4.64501 2.30677
C 0.82507 -6.02380 2.60415
C 0.09344 -6.90717 1.87516
C -0.75229 -6.47820 0.84294
C -0.83087 -5.14501 0.52586
C -0.06811 -4.19263 1.22470
O -0.13799 -2.93733 0.88139
N 0.18687 -8.34721 2.18238
O -0.56889 -9.08341 1.58958
O 0.97544 -8.67317 3.04421
H 2.08759 -4.25395 3.92892
H 1.45203 -6.38832 3.40919
H -1.33231 -7.21819 0.30736
H -1.47091 -4.79949 -0.27595
C 3.65045 -5.19826 -1.76595
N 3.49688 -4.27976 -0.63921
C 4.34694 -4.16473 0.43106
C 3.81559 -3.20139 1.23133
N 2.65110 -2.72381 0.66469
C 2.50229 -3.39761 -0.46361
H 4.43794 -4.85350 -2.43207
H 2.71222 -5.25105 -2.31155
H 3.89849 -6.18972 -1.39649
H 5.22834 -4.77556 0.53438
H 4.17667 -2.87687 2.19530
H 1.69024 -3.27111 -1.16224
N 5.29514 3.43346 -3.42368
C 4.74696 2.14329 -2.85081
C 4.29172 2.33421 -1.40181
N 3.90401 1.10132 -0.74164
H 5.64094 3.29826 -4.37653
H 6.07420 3.78710 -2.86335
H 4.58452 4.16717 -3.45849
H 5.55046 1.41278 -2.91871
H 3.92952 1.83262 -3.49856
H 3.44746 3.02746 -1.37015
H 5.10495 2.79154 -0.82963
H 4.64876 0.41387 -0.78091
H 3.06332 0.67186 -1.12114
C -7.35326 4.74380 -2.68208
C -6.26042 3.92531 -2.06202
C -6.53816 2.96611 -1.09335
C -5.54372 2.19488 -0.50817
C -5.93776 1.17149 0.53020
C -4.21453 2.42296 -0.91204
Te -2.73842 1.34950 0.15304
N -0.63432 -0.11074 0.17695
C 0.08810 -0.46255 -0.82947
O 1.39161 -0.67166 -0.58012
C -0.38684 -0.76125 -2.20130
C -1.73956 -0.99172 -2.44779
C -2.17964 -1.25481 -3.73517
C -1.27144 -1.29250 -4.78525
C 0.08024 -1.08063 -4.54526
C 0.52201 -0.82086 -3.25725
C -1.49245 2.93391 0.80065
C -2.02808 3.63485 1.88521
C -1.33006 4.67143 2.47991
C -0.07874 5.01523 1.98948
C 0.44733 4.33163 0.90572
C -0.23932 3.28698 0.28079
C 0.41358 2.62435 -0.90341
C -3.90749 3.34292 -1.92655
C -2.50532 3.53886 -2.43579
C -4.93747 4.09009 -2.47096
H -8.31163 4.56616 -2.19801
H -7.45721 4.50138 -3.74144
H -7.12380 5.80814 -2.61443
H -7.56567 2.81141 -0.78376
H -7.02096 1.07579 0.56539
H -5.60246 1.45555 1.53026
H -5.53323 0.18164 0.30894
H -2.43432 -1.00257 -1.61937
H -3.22916 -1.44377 -3.92077
H -1.61542 -1.50011 -5.79013
H 0.78559 -1.12409 -5.36497
H 1.57533 -0.66638 -3.05763
H -3.00750 3.37131 2.27023
H -1.76356 5.21032 3.31224
H 0.47680 5.82936 2.43701
H 1.41243 4.63344 0.51188
H 0.85188 3.38226 -1.55683
H -0.28531 2.04130 -1.49487
H 1.20344 1.94501 -0.57037
H -1.97696 2.58726 -2.50028
H -1.93731 4.21347 -1.78829
H -2.52031 3.97079 -3.43530
H -4.71081 4.81035 -3.24995
```

---

Record 6
A 2-piece molecular cluster, C5H16N2O overall in a non-equilibrium geometry. Source: OMol25; level of theory: wB97M-V/def2-TZVPD.

Properties
Kohn-Sham gap   9.47 eV
SMILES string   CCNCCNC.O
Energy relative to the best compared isomer or geometry (same formula, charge and spin)   1.1675 eV
E_tot   -384.81517 a.u.

Structure (XYZ):
```
24
C5H16N2O, DFT wB97M-V/def2-TZVPD
C 2.21678 1.81343 -0.69133
C 1.84198 0.32469 -0.65684
N 0.43449 0.04302 -0.64385
C -0.30501 0.62952 0.47219
C -1.69926 0.00620 0.63872
N -2.06092 -0.03059 2.05870
C -1.46366 -1.16331 2.78632
H 3.25464 1.94334 -1.01090
H 1.52613 2.38623 -1.30623
H 2.20318 2.23529 0.31398
H 2.25260 -0.13970 -1.54643
H 2.29661 -0.16062 0.20989
H -0.07922 0.28275 -1.47978
H 0.20670 0.45065 1.42073
H -0.33145 1.72845 0.40590
H -1.72429 -1.00577 0.22666
H -2.41122 0.70441 0.20606
H -3.06782 -0.06342 2.12393
H -0.61930 -0.76653 3.36499
H -1.06917 -1.92449 2.10793
H -2.15494 -1.52685 3.53500
O 0.74417 -1.25152 -3.39106
H 0.04960 -1.64371 -2.85698
H 1.51565 -1.80464 -3.25826
```

---

Record 7
C25H23BaBr2F4N4O2S as an isolated structure in a non-equilibrium geometry. Source: OMol25; level of theory: wB97M-V/def2-TZVPD.

Properties
Kohn-Sham gap   6.36 eV
Energy relative to the best compared isomer or geometry (same formula, charge and spin)   0.0000 eV
E_tot   -7307.34722 a.u.
Net charge   -1

Structure (XYZ):
```
62
C25H23BaBr2F4N4O2S, DFT wB97M-V/def2-TZVPD
Ba -0.54710 0.58423 -0.41608
C 1.94364 -0.34769 2.33469
C 2.69534 -0.92318 1.15053
N 2.33263 -0.27888 -0.11748
C 2.49396 -1.16806 -1.27047
C 3.92116 -1.58921 -1.59594
C 3.04214 1.01274 -0.26032
C 2.66573 1.85795 -1.48394
N 1.26101 2.24392 -1.48249
C 0.80777 3.51294 -1.41151
C -0.61055 3.77633 -1.38806
F -1.48162 2.70279 -1.48335
C -1.19694 5.00891 -1.31186
F -2.54303 5.08672 -1.30600
C -0.44348 6.16786 -1.24371
C 0.91969 5.98002 -1.26851
F 1.73645 7.05384 -1.21240
C 1.51874 4.74149 -1.35616
F 2.87769 4.72589 -1.39040
H 2.28338 -0.80646 3.26727
H 0.87208 -0.53522 2.24759
H 2.08703 0.72824 2.44390
H 2.47380 -1.98960 1.04665
H 3.78225 -0.85933 1.32042
H 2.04651 -0.67592 -2.13902
H 1.87399 -2.04991 -1.08949
H 4.54412 -0.74764 -1.90376
H 3.92954 -2.31466 -2.41246
H 4.40482 -2.06237 -0.73813
H 4.13136 0.83968 -0.26277
H 2.82547 1.60563 0.63054
H 2.88364 1.28326 -2.39480
H 3.35941 2.69648 -1.52477
H -0.89155 7.14465 -1.15366
Br -7.62369 -0.09515 2.24527
C -5.94362 0.18498 1.44578
C -4.81404 0.28627 2.23529
C -3.59733 0.48535 1.60049
N -3.46808 0.58418 0.27575
C -4.57510 0.48911 -0.45689
C -5.84057 0.28840 0.07069
H -4.86948 0.21477 3.31172
H -2.68659 0.58241 2.18251
H -4.45139 0.57358 -1.53156
H -6.70260 0.21581 -0.57606
Br 0.10970 -8.31984 0.51156
C -0.22973 -6.46736 0.29504
C -0.38707 -5.95605 -0.98383
C -0.62621 -4.59799 -1.13412
C -0.71157 -3.77043 -0.01981
C -0.55469 -4.30608 1.25124
C -0.30977 -5.66166 1.41901
C -0.95206 -2.28852 -0.19711
O -0.96624 -1.84296 -1.38227
O -1.06309 -1.59662 0.85343
H -0.31785 -6.61427 -1.83915
H -0.74442 -4.14746 -2.11044
H -0.62461 -3.63554 2.09810
H -0.17997 -6.09357 2.40185
S 0.65289 4.16046 3.20166
C -0.03984 2.90091 2.32001
N -0.48207 2.02178 1.68780
```

---

- The highest E_tot belongs to which entry?
  C6H9N